one) {
  "formula": "C43H54F3InN4O15P2Se",
  "method": "ωB97M-V/def2-TZVPD",
  "charge": -2,
  "homo_ev": -3.37,
  "species": ["In", "C", "C", "C", "C", "C", "C", "C", "Se", "C", "C", "C", "C", "C", "C", "O", "C", "C", "C", "C", "C", "C", "C", "C", "C", "O", "C", "C", "C", "C", "C", "C", "H", "H", "H", "H", "H", "H", "H", "H", "H", "H", "H", "H", "H", "H", "H", "H", "H", "H", "H", "H", "H", "H", "H", "H", "H", "H", "H", "H", "H", "H", "H", "H", "H", "H", "H", "H", "H", "H", "H", "H", "O", "C", "O", "C", "C", "C", "C", "C", "C", "O", "N", "O", "O", "N", "O", "O", "H", "H", "N", "C", "C", "P", "O", "O", "O", "P", "O", "O", "O", "H", "H", "H", "H", "H", "H", "H", "H", "F", "C", "F", "F", "C", "C", "C", "N", "C", "C", "H", "H", "H", "H"],
  "coordinates": [[1.134, -0.959, -0.885], [-4.471, -0.371, 4.558], [-4.749, -0.051, 3.083], [-6.052, -0.741, 2.657], [-4.946, 1.459, 2.952], [-3.590, -0.552, 2.227], [-2.785, 0.279, 1.475], [-1.725, -0.232, 0.733], [-0.613, 1.025, -0.199], [0.522, 1.560, 1.249], [0.065, 2.579, 2.072], [0.833, 3.027, 3.131], [2.089, 2.433, 3.279], [2.592, 1.421, 2.478], [1.760, 0.908, 1.439], [2.144, -0.107, 0.719], [4.024, 0.936, 2.780], [4.975, 2.137, 2.645], [4.078, 0.405, 4.222], [4.572, -0.165, 1.865], [0.389, 4.132, 4.085], [1.327, 5.339, 3.949], [0.438, 3.618, 5.531], [-1.038, 4.596, 3.797], [-1.416, -1.605, 0.692], [-0.436, -2.092, -0.017], [-2.245, -2.472, 1.475], [-3.282, -1.919, 2.199], [-1.979, -3.980, 1.508], [-2.965, -4.709, 2.423], [-2.137, -4.568, 0.098], [-0.566, -4.274, 2.042], [-5.277, 0.006, 5.195], [-4.387, -1.447, 4.719], [-3.533, 0.087, 4.878], [-6.890, -0.385, 3.264], [-6.272, -0.533, 1.608], [-5.986, -1.823, 2.775], [-5.796, 1.774, 3.563], [-4.067, 2.009, 3.294], [-5.148, 1.749, 1.920], [-2.957, 1.347, 1.450], [-0.904, 3.014, 1.863], [2.727, 2.796, 4.076], [4.719, 2.949, 3.327], [5.999, 1.821, 2.863], [4.950, 2.524, 1.626], [3.779, 1.156, 4.956], [3.420, -0.458, 4.334], [5.098, 0.088, 4.459], [4.585, 0.119, 0.814], [5.603, -0.367, 2.175], [4.002, -1.088, 1.942], [2.357, 5.064, 4.182], [1.310, 5.722, 2.927], [1.027, 6.143, 4.628], [1.450, 3.330, 5.817], [0.097, 4.392, 6.225], [-0.202, 2.741, 5.646], [-1.123, 5.036, 2.802], [-1.747, 3.769, 3.864], [-1.333, 5.356, 4.525], [-3.898, -2.583, 2.794], [-3.996, -4.612, 2.075], [-2.716, -5.772, 2.429], [-2.910, -4.348, 3.454], [-3.159, -4.430, -0.265], [-1.453, -4.092, -0.599], [-1.921, -5.640, 0.114], [-0.485, -3.971, 3.090], [-0.369, -5.348, 1.983], [0.195, -3.754, 1.468], [3.268, -3.769, -2.728], [2.287, -3.472, -2.042], [2.324, -2.714, -1.013], [0.948, -4.048, -2.436], [0.787, -5.399, -2.414], [-0.424, -5.971, -2.837], [-1.427, -5.186, -3.349], [-1.251, -3.814, -3.420], [-0.099, -3.139, -2.873], [0.016, -1.888, -2.754], [-2.341, -3.091, -4.044], [-3.431, -3.644, -4.133], [-2.108, -2.015, -4.569], [-0.612, -7.400, -2.764], [-1.657, -7.879, -3.187], [0.291, -8.078, -2.292], [1.593, -6.040, -2.087], [-2.345, -5.627, -3.702], [2.486, 0.940, -4.813], [3.810, 1.193, -4.119], [4.934, 0.963, -5.117], [3.816, -0.034, -2.728], [4.174, -1.328, -3.616], [4.795, 0.279, -1.680], [2.314, -0.157, -2.426], [3.757, 2.997, -3.616], [3.107, 3.546, -5.063], [5.134, 3.540, -3.558], [2.702, 3.145, -2.587], [2.521, 0.060, -5.327], [2.281, 1.717, -5.445], [1.738, 0.858, -4.089], [4.936, -0.063, -5.484], [5.878, 1.157, -4.612], [4.857, 1.662, -5.955], [3.989, -2.185, -3.155], [3.762, 4.133, -5.459], [-4.067, 4.706, -4.018], [-3.386, 4.137, -5.036], [-2.884, 5.154, -5.770], [-4.293, 3.511, -5.807], [-2.307, 3.219, -4.540], [-2.367, 1.854, -4.751], [-1.332, 1.072, -4.248], [-0.307, 1.579, -3.572], [-0.266, 2.896, -3.356], [-1.241, 3.757, -3.833], [-3.188, 1.395, -5.283], [-1.331, -0.002, -4.368], [0.594, 3.250, -2.798], [-1.167, 4.820, -3.648]]
}



two) {
  "formula": "C43H54F3InN4O15P2Se",
  "method": "ωB97M-V/def2-TZVPD",
  "charge": -2,
  "homo_ev": -2.97,
  "species": ["In", "C", "C", "C", "C", "C", "C", "C", "Se", "C", "C", "C", "C", "C", "C", "O", "C", "C", "C", "C", "C", "C", "C", "C", "C", "O", "C", "C", "C", "C", "C", "C", "H", "H", "H", "H", "H", "H", "H", "H", "H", "H", "H", "H", "H", "H", "H", "H", "H", "H", "H", "H", "H", "H", "H", "H", "H", "H", "H", "H", "H", "H", "H", "H", "H", "H", "H", "H", "H", "H", "H", "H", "O", "C", "O", "C", "C", "C", "C", "C", "C", "O", "N", "O", "O", "N", "O", "O", "H", "H", "N", "C", "C", "P", "O", "O", "O", "P", "O", "O", "O", "H", "H", "H", "H", "H", "H", "H", "H", "F", "C", "F", "F", "C", "C", "C", "N", "C", "C", "H", "H", "H", "H"],
  "coordinates": [[-0.625, -0.352, 1.587], [-4.052, -1.049, -5.322], [-2.881, -0.057, -5.343], [-3.298, 1.152, -6.182], [-1.674, -0.719, -6.024], [-2.509, 0.329, -3.914], [-2.120, -0.646, -3.009], [-1.764, -0.326, -1.714], [-1.185, -1.778, -0.606], [0.634, -1.813, -1.193], [1.007, -2.685, -2.198], [2.313, -2.727, -2.665], [3.224, -1.870, -2.047], [2.896, -0.988, -1.025], [1.543, -0.924, -0.576], [1.174, -0.085, 0.350], [3.959, -0.088, -0.386], [3.634, 1.384, -0.675], [4.007, -0.318, 1.133], [5.362, -0.361, -0.937], [2.686, -3.677, -3.801], [4.163, -3.572, -4.184], [1.848, -3.346, -5.044], [2.406, -5.127, -3.382], [-1.795, 0.998, -1.212], [-1.465, 1.272, 0.032], [-2.177, 2.009, -2.143], [-2.518, 1.636, -3.441], [-2.241, 3.495, -1.754], [-3.481, 3.758, -0.889], [-2.339, 4.420, -2.977], [-0.982, 3.920, -0.988], [-4.329, -1.339, -6.340], [-4.922, -0.603, -4.837], [-3.793, -1.953, -4.770], [-3.563, 0.824, -7.190], [-2.487, 1.879, -6.267], [-4.165, 1.656, -5.751], [-1.919, -1.005, -7.052], [-1.360, -1.615, -5.488], [-0.824, -0.034, -6.047], [-2.077, -1.689, -3.306], [0.248, -3.336, -2.619], [4.251, -1.894, -2.380], [2.645, 1.632, -0.300], [3.658, 1.577, -1.751], [4.368, 2.034, -0.189], [3.045, -0.094, 1.588], [4.769, 0.324, 1.585], [4.263, -1.358, 1.352], [5.429, -0.161, -2.009], [5.673, -1.393, -0.755], [6.072, 0.295, -0.429], [4.419, -2.563, -4.514], [4.378, -4.260, -5.006], [4.813, -3.833, -3.347], [2.021, -2.315, -5.359], [0.782, -3.453, -4.841], [2.104, -4.012, -5.874], [2.993, -5.391, -2.501], [2.660, -5.819, -4.191], [1.354, -5.269, -3.133], [-2.810, 2.415, -4.127], [-4.391, 3.573, -1.464], [-3.490, 4.801, -0.553], [-3.512, 3.118, -0.011], [-3.279, 4.298, -3.518], [-1.512, 4.260, -3.673], [-2.295, 5.457, -2.633], [-0.918, 3.400, -0.039], [-1.009, 4.998, -0.800], [-0.082, 3.691, -1.565], [-0.344, -4.240, 3.450], [0.095, -3.149, 3.086], [-0.423, -2.455, 2.144], [1.328, -2.613, 3.800], [2.041, -3.514, 4.541], [3.205, -3.140, 5.228], [3.653, -1.836, 5.192], [2.934, -0.899, 4.484], [1.743, -1.225, 3.722], [1.151, -0.360, 3.046], [3.455, 0.458, 4.516], [4.630, 0.612, 4.841], [2.721, 1.390, 4.244], [3.942, -4.114, 5.990], [4.938, -3.747, 6.606], [3.548, -5.272, 5.996], [1.683, -4.532, 4.584], [4.547, -1.544, 5.719], [-4.657, 1.288, 4.137], [-4.353, -0.076, 3.550], [-5.505, -1.007, 3.890], [-4.171, 0.151, 1.722], [-3.467, 1.618, 1.783], [-5.542, 0.231, 1.164], [-3.152, -0.845, 1.264], [-2.790, -0.549, 4.446], [-2.964, -2.113, 4.747], [-2.918, 0.264, 5.702], [-1.569, -0.394, 3.596], [-5.658, 1.461, 4.170], [-4.201, 1.985, 3.533], [-4.191, 1.251, 5.079], [-6.422, -0.641, 3.422], [-5.633, -1.109, 4.971], [-5.299, -1.995, 3.485], [-2.718, 1.651, 1.110], [-2.368, -2.623, 4.173], [1.055, 5.953, 4.838], [1.632, 5.474, 3.719], [2.942, 5.341, 3.984], [1.527, 6.445, 2.786], [1.010, 4.188, 3.256], [1.247, 3.741, 1.968], [0.666, 2.550, 1.572], [-0.099, 1.823, 2.382], [-0.293, 2.237, 3.631], [0.233, 3.426, 4.108], [1.862, 4.301, 1.278], [0.805, 2.144, 0.582], [-0.868, 1.579, 4.267], [0.052, 3.727, 5.129]]
}



It is one) that is the least stable of them.



one) {
  "formula": "CH7NS",
  "method": "ωB97M-V/def2-TZVPD",
  "charge": 0,
  "homo_ev": -8.02,
  "species": ["C", "N", "H", "H", "H", "H", "H", "S", "H", "H"],
  "coordinates": [[-0.176, 1.317, -0.349], [0.345, 0.249, 0.571], [0.322, 1.099, -1.296], [-1.256, 1.346, -0.394], [0.209, 2.289, -0.031], [-0.298, 0.115, 1.335], [1.223, 0.567, 0.963], [-0.080, -2.396, -0.414], [-0.573, -3.616, -0.162], [0.284, -0.969, -0.223]]
}



two) {
  "formula": "CH7NS",
  "method": "ωB97M-V/def2-TZVPD",
  "charge": 0,
  "homo_ev": -9.25,
  "species": ["C", "N", "H", "H", "H", "H", "H", "S", "H", "H"],
  "coordinates": [[-1.100, -0.143, -0.302], [0.101, -0.912, -0.614], [-1.145, 0.044, 0.769], [-1.054, 0.819, -0.810], [-2.039, -0.590, -0.643], [0.020, -1.883, -0.332], [0.280, -0.903, -1.603], [1.914, 1.699, 0.968], [1.353, 0.631, 0.370], [1.670, 1.236, 2.197]]
}



It is one) that is the least stable of them.



one) {
  "formula": "C5H12N3",
  "method": "ωB97M-V/def2-TZVPD",
  "charge": 1,
  "homo_ev": -13.89,
  "species": ["C", "C", "C", "C", "C", "N", "N", "N", "H", "H", "H", "H", "H", "H", "H", "H", "H", "H", "H", "H"],
  "coordinates": [[2.703, 0.208, 0.464], [-1.397, 1.731, -0.099], [-2.182, 0.383, -0.195], [-1.563, -0.769, 0.575], [-0.447, -1.370, -0.274], [1.672, -0.588, 0.081], [0.592, -0.460, -0.501], [3.846, 0.326, -0.140], [-0.684, 1.725, -0.900], [-2.091, 2.598, -0.222], [-1.016, 1.954, 0.934], [-3.149, 0.748, 0.404], [-2.368, -0.076, -1.125], [-1.240, -0.417, 1.519], [-2.377, -1.566, 0.553], [-0.861, -1.623, -1.246], [0.097, -2.272, 0.071], [1.814, -1.433, 0.719], [4.503, 1.063, 0.293], [4.149, -0.160, -0.912]]
}



two) {
  "formula": "C5H12N3",
  "method": "ωB97M-V/def2-TZVPD",
  "charge": 1,
  "homo_ev": -13.12,
  "species": ["C", "C", "C", "C", "C", "N", "N", "N", "H", "H", "H", "H", "H", "H", "H", "H", "H", "H", "H", "H"],
  "coordinates": [[1.049, 1.283, 0.021], [-0.930, -0.142, -1.003], [-1.168, 0.878, 0.046], [-2.131, -1.064, -1.314], [1.753, -0.760, 1.418], [-0.122, 1.565, 0.619], [-0.164, -0.864, -0.041], [1.118, -0.353, 0.138], [1.174, 1.450, -1.060], [1.854, 1.631, 0.599], [-0.305, 0.145, -1.851], [-2.078, 1.070, 0.586], [-2.890, -0.428, -1.587], [-2.473, -1.508, -0.426], [-1.783, -1.657, -2.128], [2.234, -1.647, 1.268], [2.463, -0.043, 1.644], [1.046, -0.890, 2.175], [-0.325, 1.909, 1.557], [1.680, -0.579, -0.660]]
}



It is one) that is the least stable of them.



one) {
  "formula": "C3F3N2P",
  "method": "ωB97M-V/def2-TZVPD",
  "charge": 0,
  "homo_ev": [-11.41, -11.40],
  "species": ["C", "C", "C", "N", "N", "F", "F", "F", "P"],
  "coordinates": [[-0.041, -1.708, 0.173], [-2.186, 0.630, 0.215], [1.132, 0.567, 0.025], [-0.078, -2.525, -0.635], [-3.221, 0.769, -0.194], [2.385, 0.156, -0.319], [0.353, 0.697, -1.098], [1.339, 1.826, 0.429], [0.317, -0.413, 1.406]]
}



two) {
  "formula": "C3F3N2P",
  "method": "ωB97M-V/def2-TZVPD",
  "charge": 0,
  "homo_ev": [-10.16, -10.15],
  "species": ["C", "C", "C", "N", "N", "F", "F", "F", "P"],
  "coordinates": [[-0.558, 0.491, -0.936], [1.966, 2.955, -0.991], [-0.136, -1.506, 0.410], [-0.742, 0.166, -2.027], [1.651, 2.007, -0.402], [1.121, -1.739, 0.127], [-0.491, -2.228, 1.482], [-0.897, -1.995, -0.574], [-0.290, 0.417, 0.797]]
}



It is two) that is the least stable of them.